Formula: C18H37N4O5P
Source: the Open Molecules 2025 dataset
Level of theory: the ωB97M-V functional and the def2-TZVPD basis

Calculated values
- orbital gap (eV) = 9.63
- structure (SMILES) = CCOCCO[PH3]c1cccnc1.CN(C)C=O.CN(C)C=O.CN(C)C=O
- largest force on an atom (eV/A) = 3.150

Element x y z (Å)
C1 4.36 -0.80 1.65
C2 4.29 -0.09 0.24
O1 4.25 1.34 0.34
C3 2.97 1.75 0.88
C4 2.37 2.91 0.02
O2 1.16 3.48 0.55
P1 -0.06 2.28 0.78
C5 -1.21 0.80 1.08
C6 -0.99 -0.04 2.27
C7 -1.87 -1.21 2.45
C8 -2.87 -1.44 1.44
N1 -3.13 -0.65 0.32
C9 -2.30 0.40 0.19
H1 4.97 -0.19 2.36
H2 3.35 -0.94 2.12
H3 4.87 -1.79 1.52
H4 3.44 -0.50 -0.37
H5 5.22 -0.40 -0.32
H6 2.33 0.82 0.88
H7 3.11 2.04 1.96
H8 2.28 2.60 -1.06
H9 3.14 3.74 0.03
H10 0.50 1.56 -0.34
H11 0.38 2.14 2.13
H12 -1.12 3.18 0.52
H13 -0.18 0.20 3.00
H14 -1.73 -1.89 3.31
H15 -3.51 -2.35 1.57
H16 -2.45 1.04 -0.72
C10 -7.20 -2.57 1.43
O3 -8.00 -3.47 1.57
N2 -7.31 -1.33 1.96
C11 -6.31 -0.30 1.74
C12 -8.48 -1.02 2.77
H17 -6.28 -2.70 0.83
H18 -5.91 0.01 2.71
H19 -6.78 0.55 1.25
H20 -5.49 -0.67 1.13
H21 -8.51 -1.70 3.62
H22 -9.38 -1.16 2.17
H23 -8.43 0.01 3.12
C13 1.84 -3.66 -0.20
O4 2.21 -2.54 0.08
N3 2.63 -4.77 -0.20
C14 2.11 -6.08 -0.55
C15 4.02 -4.63 0.17
H24 0.80 -3.87 -0.49
H25 2.25 -6.75 0.30
H26 2.67 -6.46 -1.41
H27 1.05 -6.02 -0.80
H28 4.09 -4.23 1.18
H29 4.51 -3.94 -0.52
H30 4.52 -5.60 0.13
C16 2.86 3.42 -3.82
O5 2.60 2.66 -2.91
N4 2.09 4.47 -4.20
C17 2.45 5.34 -5.30
C18 0.85 4.72 -3.48
H31 3.77 3.31 -4.43
H32 2.55 6.36 -4.93
H33 1.67 5.30 -6.07
H34 3.40 5.02 -5.74
H35 1.07 4.90 -2.43
H36 0.20 3.84 -3.56
H37 0.34 5.59 -3.90

Formula: C18H38AlBrF4MgN4O14P2
Source: the Open Molecules 2025 dataset
Level of theory: the ωB97M-V functional and the def2-TZVPD basis

Calculated values
- orbital gap (eV) = 3.11
- largest force on an atom (eV/A) = 2.383

Element x y z (Å)
O1 -0.97 -1.27 -0.05
C1 -0.07 -0.56 0.28
O2 0.85 -1.02 1.16
C2 0.14 0.80 -0.30
C3 1.62 1.01 -0.71
C4 2.53 1.69 0.31
C5 2.06 3.06 0.89
P1 0.94 4.09 -0.13
O3 1.05 3.82 -1.57
O4 -0.55 4.00 0.37
O5 1.35 5.61 0.15
C6 3.39 3.89 1.01
C7 3.30 4.53 2.31
O6 3.58 5.73 2.55
O7 2.88 3.66 3.15
C8 1.78 2.94 2.44
C9 0.49 3.52 3.03
P2 -0.74 2.19 3.13
O8 -0.12 0.88 2.83
O9 -2.01 2.49 2.28
O10 -1.23 2.21 4.64
H1 0.74 -0.51 1.99
H2 -0.24 1.55 0.38
H3 -0.42 0.79 -1.23
H4 1.65 1.48 -1.69
H5 2.02 0.01 -0.85
H6 3.51 1.77 -0.14
H7 2.61 1.01 1.15
H8 -1.13 3.74 -0.35
H9 2.01 5.82 -0.52
H10 4.24 3.21 1.19
H11 3.75 4.57 0.24
H12 1.81 1.96 2.89
H13 0.72 3.80 4.06
H14 0.13 4.43 2.57
H15 -2.03 2.02 1.42
H16 -2.01 1.64 4.67
F1 7.71 1.81 3.42
Al1 6.45 2.89 3.21
F2 5.51 2.45 1.84
F3 7.01 4.46 2.94
F4 5.41 2.89 4.54
C10 -4.63 0.71 1.22
O11 -3.44 0.80 0.89
N1 -5.64 0.75 0.32
N2 -5.02 0.58 2.51
H17 -6.61 0.71 0.58
H18 -5.39 0.86 -0.65
H19 -4.30 0.57 3.21
H20 -5.98 0.54 2.79
C11 -0.41 -6.53 -4.78
C12 0.14 -6.65 -3.36
C13 -0.71 -6.07 -2.24
N3 -0.73 -4.57 -2.07
C14 -1.50 -4.30 -0.81
C15 0.66 -3.98 -1.94
C16 1.03 -3.51 -3.34
C17 -0.29 -3.03 -3.94
C18 -1.39 -3.83 -3.22
H21 -0.36 -5.52 -5.17
H22 0.17 -7.16 -5.46
H23 -1.45 -6.86 -4.83
H24 1.17 -6.28 -3.32
H25 0.22 -7.72 -3.14
H26 -0.34 -6.46 -1.30
H27 -1.75 -6.38 -2.35
H28 -0.99 -4.78 0.02
H29 -2.50 -4.72 -0.93
H30 -1.56 -3.23 -0.65
H31 0.59 -3.13 -1.26
H32 1.33 -4.72 -1.52
H33 1.46 -4.32 -3.93
H34 1.79 -2.70 -3.32
H35 -0.32 -3.17 -5.02
H36 -0.43 -1.97 -3.76
H37 -1.89 -4.55 -3.86
H38 -2.13 -3.17 -2.81
Mg1 3.50 -1.49 -3.80
Br1 4.43 6.61 1.09
N4 -6.62 3.41 2.66
O12 -6.45 3.93 1.54
O13 -7.24 2.32 2.75
O14 -6.16 3.94 3.68

Formula: C18H38AlNO2Si3
Source: the Open Molecules 2025 dataset
Level of theory: the ωB97M-V functional and the def2-TZVPD basis

Calculated values
- orbital gap (eV) = 9.16
- energy above the lowest of the compared OMol25 structures with the same formula, charge and spin (kcal/mol) = 0.0
- charge = +2
- largest force on an atom (eV/A) = 0.787

Element x y z (Å)
Al1 0.03 0.04 0.68
C1 -1.95 -1.88 2.13
O1 -1.32 -1.10 1.09
Si1 -2.01 -1.18 -0.65
C2 -3.72 -0.46 -0.45
C3 -2.15 -3.01 -1.00
C4 -0.54 -0.16 -1.21
Si2 -1.09 1.49 -2.04
C5 0.36 2.63 -2.45
C6 -2.06 2.40 -0.67
C7 -2.07 1.12 -3.59
Si3 0.77 -1.25 -2.10
C8 0.10 -2.19 -3.58
C9 2.26 -0.23 -2.67
C10 1.42 -2.44 -0.74
H1 -1.97 -2.93 1.84
H2 -2.97 -1.53 2.29
H3 -1.39 -1.78 3.06
H4 -4.41 -1.24 -0.13
H5 -4.10 -0.07 -1.39
H6 -3.76 0.35 0.28
H7 -2.95 -3.44 -0.39
H8 -1.23 -3.57 -0.81
H9 -2.43 -3.18 -2.04
H10 0.82 3.10 -1.57
H11 -0.04 3.46 -3.04
H12 1.14 2.17 -3.06
H13 -1.80 2.00 0.32
H14 -3.14 2.30 -0.78
H15 -1.84 3.47 -0.65
H16 -1.42 0.66 -4.34
H17 -2.45 2.05 -4.03
H18 -2.92 0.46 -3.42
H19 -0.41 -1.52 -4.28
H20 -0.59 -2.98 -3.31
H21 0.93 -2.65 -4.12
H22 2.01 0.40 -3.53
H23 3.04 -0.91 -3.00
H24 2.70 0.41 -1.90
H25 1.11 -3.47 -0.90
H26 1.03 -2.16 0.25
H27 2.51 -2.44 -0.68
O2 1.36 1.32 0.27
C11 2.38 2.08 1.00
C12 3.47 1.15 1.53
C13 2.88 -0.13 2.16
C14 1.77 0.20 3.11
C15 2.00 0.43 4.46
C16 0.96 0.81 5.29
C17 -0.31 0.97 4.75
C18 -0.49 0.71 3.41
N1 0.52 0.33 2.60
H28 1.44 1.45 -0.69
H29 1.86 2.58 1.82
H30 2.79 2.84 0.34
H31 4.04 1.71 2.27
H32 4.15 0.86 0.73
H33 3.66 -0.68 2.67
H34 2.49 -0.78 1.37
H35 3.00 0.30 4.86
H36 1.13 0.99 6.34
H37 -1.15 1.27 5.36
H38 -1.46 0.82 2.94

Formula: C18H38BCl3I2N2O2P
Source: the Open Molecules 2025 dataset
Level of theory: the ωB97M-V functional and the def2-TZVPD basis

Calculated values
- orbital gap (eV) = 8.28
- energy above the lowest of the compared OMol25 structures with the same formula, charge and spin (kcal/mol) = 0.0
- charge = +1
- largest force on an atom (eV/A) = 3.310

Element x y z (Å)
C1 1.09 -4.23 -0.93
C2 -0.47 -4.18 -0.82
C3 -1.11 -2.86 -1.28
C4 -1.45 -1.84 -0.16
C5 -0.32 -0.92 0.28
C6 0.82 -1.55 1.19
C7 0.38 -2.60 2.21
C8 -0.79 -2.20 3.10
Cl1 1.80 -2.82 3.33
C9 0.51 -0.37 -0.94
C10 1.06 1.05 -0.72
C11 2.54 1.04 -0.27
I1 3.77 -0.07 -1.62
C12 3.08 2.47 0.06
C13 2.71 2.79 1.54
I2 5.24 2.42 -0.01
P1 0.50 1.97 -2.31
C14 0.70 3.81 -2.07
O1 1.66 1.65 -3.43
N1 0.06 1.56 0.28
C15 -0.69 0.42 1.00
B1 -2.21 0.96 1.10
O2 -3.01 0.91 0.00
N2 -2.76 1.60 2.31
C16 -2.68 0.77 3.51
C17 -2.16 2.92 2.53
H1 1.54 -4.32 0.05
H2 1.41 -5.02 -1.61
H3 1.43 -3.29 -1.36
H4 -0.82 -4.94 -1.52
H5 -0.81 -4.50 0.16
H6 -0.52 -2.43 -2.09
H7 -2.07 -3.13 -1.71
H8 -1.84 -2.43 0.66
H9 -2.30 -1.27 -0.53
H10 1.55 -1.97 0.50
H11 1.35 -0.78 1.75
H12 0.22 -3.58 1.79
H13 -1.22 -3.11 3.55
H14 -0.46 -1.59 3.94
H15 -1.61 -1.72 2.57
H16 1.15 -1.09 -1.43
H17 -0.28 -0.21 -1.69
H18 2.60 0.48 0.67
H19 2.73 3.23 -0.62
H20 1.97 2.08 1.93
H21 2.29 3.80 1.61
H22 3.58 2.67 2.17
H23 -0.21 4.27 -2.44
H24 1.53 4.18 -2.68
H25 0.87 4.07 -1.03
H26 1.65 2.30 -4.14
H27 -0.68 1.95 -0.34
H28 0.31 2.37 0.85
H29 -0.33 0.51 2.03
H30 -3.93 0.96 0.29
H31 -3.10 1.34 4.34
H32 -1.66 0.50 3.81
H33 -3.27 -0.14 3.41
H34 -2.62 3.34 3.43
H35 -2.46 3.59 1.72
H36 -1.07 2.90 2.64
C18 -0.60 -0.48 -5.68
Cl2 -0.15 1.04 -4.87
Cl3 -1.64 -0.24 -7.08
H37 0.31 -0.97 -6.00
H38 -1.13 -1.10 -4.96

Formula: C18H38BN7O4
Source: the Open Molecules 2025 dataset
Level of theory: the ωB97M-V functional and the def2-TZVPD basis

Calculated values
- orbital gap (alpha / beta) (eV) = 6.52 / 7.46
- energy above the lowest of the compared OMol25 structures with the same formula, charge and spin (kcal/mol) = 0.0
- spin multiplicity = 2
- charge = +1
- largest force on an atom (eV/A) = 2.176

Element x y z (Å)
C1 -3.17 0.25 -4.67
C2 -3.31 1.29 -3.78
N1 -2.57 1.36 -2.58
C3 -1.27 1.69 -2.45
C4 -0.34 1.99 -3.56
C5 1.09 1.52 -3.24
O1 1.90 2.69 -3.16
C6 1.65 0.50 -4.22
N2 2.47 -0.54 -3.59
N3 -0.92 1.69 -1.18
C7 -2.00 1.34 -0.48
N4 -2.00 1.20 0.83
N5 -3.10 0.87 1.62
C8 -3.24 1.76 2.78
C9 -3.29 3.21 2.34
N6 -3.06 1.11 -1.29
B1 -4.49 0.67 -1.06
O2 -4.71 -0.56 -0.53
O3 -5.54 1.43 -1.39
H1 -2.70 0.43 -5.63
H2 -3.57 -0.73 -4.46
H3 -3.99 2.11 -3.99
H4 -0.36 3.04 -3.82
H5 -0.69 1.41 -4.41
H6 1.14 1.06 -2.25
H7 2.74 2.51 -3.59
H8 0.86 0.02 -4.79
H9 2.27 1.02 -4.95
H10 2.07 -1.46 -3.69
H11 2.59 -0.38 -2.60
H12 -1.12 1.38 1.29
H13 -3.02 -0.10 1.90
H14 -4.18 1.49 3.24
H15 -2.42 1.63 3.48
H16 -3.76 3.82 3.10
H17 -2.28 3.59 2.19
H18 -3.80 3.31 1.38
H19 -3.98 -1.14 -0.75
H20 -5.32 2.28 -1.78
C10 4.36 -1.48 1.78
C11 3.14 -0.79 2.44
C12 2.80 -1.48 3.76
C13 2.14 -2.85 3.59
C14 0.93 -2.75 2.67
C15 1.25 -2.09 1.33
N7 1.97 -0.80 1.51
O4 1.12 0.12 1.85
C16 2.07 -3.07 0.46
C17 -0.03 -1.84 0.55
C18 3.58 0.64 2.71
H21 4.36 -1.33 0.70
H22 5.28 -1.05 2.17
H23 4.41 -2.55 1.99
H24 2.13 -0.84 4.34
H25 3.72 -1.58 4.35
H26 2.86 -3.58 3.20
H27 1.83 -3.22 4.56
H28 0.51 -3.74 2.49
H29 0.15 -2.18 3.18
H30 2.41 -2.59 -0.46
H31 1.45 -3.92 0.18
H32 2.94 -3.48 0.97
H33 -0.73 -1.24 1.12
H34 -0.53 -2.78 0.32
H35 0.18 -1.33 -0.39
H36 3.82 1.17 1.78
H37 4.48 0.63 3.33
H38 2.83 1.22 3.24

Formula: C18H38Be2ClN2O6
Source: the Open Molecules 2025 dataset
Level of theory: the ωB97M-V functional and the def2-TZVPD basis

Calculated values
- orbital gap (alpha / beta) (eV) = 1.72 / 1.72
- spin multiplicity = 2
- charge = +2
- largest force on an atom (eV/A) = 3.033

Element x y z (Å)
Be1 3.58 -4.78 5.11
Be2 -1.10 -3.97 0.69
Cl1 0.60 -2.22 3.35
O1 0.35 -0.92 3.88
O2 -0.61 -3.00 3.48
O3 0.90 -2.19 1.90
O4 1.73 -2.90 4.00
C1 4.38 1.15 -0.76
C2 3.81 2.52 -0.64
C3 2.43 2.59 -1.25
C4 1.38 1.89 -0.39
C5 1.42 2.32 1.09
C6 2.86 2.35 1.72
N1 3.78 2.95 0.74
O5 5.05 3.05 1.31
C7 2.80 3.45 2.88
C8 3.35 0.98 2.30
C9 4.74 3.53 -1.43
H1 5.47 1.25 -0.72
H2 4.26 0.85 -1.80
H3 3.96 0.35 -0.16
H4 2.05 3.60 -1.43
H5 2.42 2.15 -2.25
H6 1.53 0.81 -0.45
H7 0.37 2.03 -0.79
H8 0.93 1.44 1.51
H9 0.79 3.19 1.26
H10 3.79 3.78 3.20
H11 2.35 4.29 2.36
H12 2.17 3.21 3.74
H13 2.73 0.16 1.93
H14 4.41 0.81 2.14
H15 3.04 1.03 3.34
H16 4.49 3.47 -2.49
H17 5.79 3.29 -1.24
H18 4.60 4.52 -0.98
H19 5.01 3.94 1.67
C10 -3.61 -4.39 -1.46
C11 -3.68 -2.88 -1.61
C12 -4.97 -2.46 -0.93
C13 -5.16 -1.02 -0.58
C14 -3.90 -0.49 0.14
C15 -2.64 -0.75 -0.65
N2 -2.59 -2.22 -0.85
O6 -1.33 -2.59 -1.40
C16 -2.70 0.14 -1.99
C17 -1.47 -0.32 0.22
C18 -3.90 -2.57 -3.08
H20 -2.60 -4.74 -1.68
H21 -3.97 -4.77 -0.50
H22 -4.27 -4.88 -2.17
H23 -5.90 -2.78 -1.42
H24 -5.08 -3.04 -0.02
H25 -5.41 -0.46 -1.49
H26 -6.07 -0.85 0.00
H27 -3.90 -1.07 1.06
H28 -4.05 0.57 0.35
H29 -3.57 0.10 -2.65
H30 -1.94 -0.29 -2.64
H31 -2.35 1.17 -1.96
H32 -1.41 -1.01 1.06
H33 -1.70 0.70 0.54
H34 -0.52 -0.43 -0.30
H35 -4.63 -1.79 -3.31
H36 -2.93 -2.20 -3.42
H37 -3.96 -3.42 -3.76
H38 -1.40 -2.27 -2.31

Formula: C18H38BrFNO16P3
Source: the Open Molecules 2025 dataset
Level of theory: the ωB97M-V functional and the def2-TZVPD basis

Calculated values
- orbital gap (eV) = 5.99
- structure (SMILES) = C[C@H](O)CO[C@H](O)O[C@](F)(CC(=O)Br)[C@@H](OC#N)O[C@@H](C)P(C)O.COP(=O)(OC)OC.COP(=O)(OC)OC
- largest force on an atom (eV/A) = 8.038

Element x y z (Å)
C1 -3.99 0.66 -0.22
C2 -2.61 0.01 -0.42
O1 -1.75 0.45 0.64
C3 -1.92 0.52 -1.70
O2 -1.30 1.76 -1.39
C4 -1.40 2.67 -2.43
O3 -0.68 2.26 -3.56
O4 -1.10 3.96 -2.00
C5 0.22 4.38 -2.00
F1 0.24 5.47 -1.15
C6 0.70 4.93 -3.34
C7 -0.18 6.03 -3.87
O5 -1.20 6.42 -3.40
Br1 0.52 6.91 -5.49
C8 1.21 3.38 -1.35
O6 2.55 3.95 -1.45
C9 3.25 3.31 -2.33
N1 3.71 2.90 -3.31
O7 0.84 3.09 -0.06
C10 1.51 3.79 0.97
C11 0.52 3.79 2.16
P1 3.08 2.89 1.50
C12 2.49 1.30 2.22
O8 3.64 3.76 2.82
H1 -4.42 1.01 -1.15
H2 -3.89 1.52 0.44
H3 -4.66 -0.05 0.26
H4 -2.62 -1.07 -0.38
H5 -2.08 0.09 1.47
H6 -1.14 -0.21 -1.90
H7 -2.61 0.56 -2.55
H8 -2.45 2.70 -2.73
H9 -0.08 1.54 -3.33
H10 1.68 5.39 -3.20
H11 0.84 4.14 -4.07
H12 1.25 2.44 -1.89
H13 1.70 4.84 0.77
H14 0.02 2.83 2.23
H15 -0.26 4.51 1.91
H16 0.99 4.11 3.09
H17 2.45 1.36 3.31
H18 1.45 1.16 1.90
H19 3.10 0.47 1.91
H20 3.13 4.56 2.97
C13 3.39 -0.90 7.83
O9 2.27 -1.63 7.32
P2 2.21 -1.83 5.65
O10 1.78 -0.45 5.28
O11 0.93 -2.83 5.89
C14 0.97 -3.84 6.90
O12 2.38 -2.40 4.09
C15 2.42 -3.82 3.84
H21 3.31 -0.89 8.92
H22 4.33 -1.38 7.56
H23 3.38 0.13 7.46
H24 0.44 -3.49 7.79
H25 1.99 -4.11 7.18
H26 0.47 -4.73 6.52
H27 1.40 -4.21 3.81
H28 2.99 -4.35 4.60
H29 2.89 -3.97 2.87
C16 -4.58 -3.85 -5.54
O13 -3.24 -3.52 -5.14
P3 -2.75 -4.10 -3.65
O14 -3.52 -3.19 -2.76
O15 -1.22 -3.60 -3.91
C17 -0.58 -3.79 -5.18
O16 -2.32 -5.22 -2.51
C18 -1.23 -6.13 -2.77
H30 -4.74 -3.44 -6.54
H31 -4.73 -4.93 -5.57
H32 -5.30 -3.40 -4.85
H33 -0.63 -2.87 -5.75
H34 -1.05 -4.60 -5.75
H35 0.46 -4.05 -5.00
H36 -0.28 -5.64 -2.57
H37 -1.25 -6.49 -3.80
H38 -1.35 -6.98 -2.10

Question: What is the largest force on an atom in the fourth record?
Answer: 3.310 eV/A